(1)
{
  "formula": "C52H47BrN13O2STl",
  "method": "wB97M-V/def2-TZVPD",
  "elements": ["H", "C", "C", "H", "H", "C", "C", "C", "C", "C", "C", "H", "C", "H", "C", "O", "C", "H", "H", "C", "H", "C", "C", "H", "H", "N", "H", "N", "C", "C", "H", "H", "N", "C", "C", "H", "H", "H", "H", "H", "H", "N", "S", "N", "C", "H", "C", "C", "H", "O", "Br", "C", "H", "H", "C", "C", "C", "H", "N", "H", "H", "H", "C", "H", "H", "H", "H", "H", "C", "H", "H", "C", "C", "C", "N", "C", "H", "H", "H", "C", "C", "C", "C", "H", "C", "C", "C", "H", "N", "H", "H", "C", "C", "C", "C", "C", "H", "N", "H", "N", "C", "C", "C", "H", "H", "N", "C", "C", "Tl", "C", "N", "H", "N", "H", "C", "C", "C"],
  "xyz": [[0.65370, 5.18590, -4.92890], [-0.85930, 0.38190, 2.93900], [-1.62430, 1.59410, 2.35190], [3.41870, -3.56090, -3.58030], [-0.27110, 4.96170, 0.28130], [0.49710, 4.40390, -2.92310], [-0.04900, 4.18270, -0.46720], [1.70610, -4.20990, -2.48800], [0.57210, 4.81780, -1.64860], [0.19150, -1.49330, 2.29350], [0.01960, 3.13770, -3.40250], [-6.39150, 1.62300, 3.32560], [-2.01640, 2.32190, 4.74530], [-1.46680, -2.88510, -0.33380], [3.54710, -2.51360, 1.01060], [2.32950, -1.98260, -1.98760], [-1.37300, 3.48670, -0.78550], [-0.99130, -2.43400, 3.85390], [-7.30450, 1.41750, 1.81890], [0.49210, -6.10660, 2.39000], [0.78380, -6.52780, 1.42870], [1.19560, -3.74850, 2.12030], [-4.11530, 1.16010, 2.13030], [1.33320, -6.20130, 3.07410], [2.19080, 4.84430, -4.13250], [0.25550, -0.21280, 2.22920], [8.31980, 2.05160, -3.24210], [4.18840, 3.47190, -1.31070], [-1.79840, -2.37070, 0.54930], [3.92240, -0.35420, 1.04050], [-0.94370, -2.29590, -3.39170], [4.66050, 5.89620, -0.63760], [0.30570, 2.40140, 1.13640], [-2.78360, 0.92980, 1.46520], [-1.99240, 3.00210, 0.51280], [1.25840, 6.27400, -3.67130], [0.30760, 2.97200, -4.43100], [1.85730, 3.06400, 0.03770], [6.43690, 5.78490, -0.71590], [-3.26140, 2.49810, 6.45810], [0.81530, 1.21270, -5.09190], [-0.45660, 0.81150, -3.40820], [2.50770, 1.70080, -2.32000], [5.09600, 1.66620, -2.50610], [5.52230, 5.25980, -0.45810], [-1.89720, -5.20620, 1.91640], [5.38300, 3.99400, -1.23310], [2.70120, -4.35740, -3.44410], [-4.17080, 0.83050, 3.15720], [0.74450, -2.94050, -0.75530], [4.06820, -5.81980, -5.49520], [4.49700, -1.58310, 0.68050], [7.47250, 3.87470, -1.83510], [-2.04180, 4.15760, -1.33450], [-0.62700, -1.30010, -3.63550], [0.16980, -0.85720, -4.70470], [-0.52480, 2.06150, -2.76990], [7.61980, 0.52430, -2.68090], [-1.82040, 1.17310, -0.94230], [1.73040, -7.41660, -4.52860], [5.45080, -1.77010, 0.23380], [-0.33930, -6.68810, 2.78050], [7.41170, 1.45750, -3.20300], [2.13830, -4.27300, 2.04410], [5.54000, 5.02680, 0.60560], [4.89170, 0.77980, -2.95460], [4.32010, 0.63770, 0.94980], [-0.69480, 1.45300, 6.23520], [0.26250, 0.49720, -4.52200], [-2.69090, -0.69690, 3.64400], [7.10230, 1.21000, -4.21750], [6.33000, 2.20190, -2.50290], [-1.94120, -0.74820, 2.85200], [1.26720, -2.39740, 1.95670], [-2.12780, -1.15090, 0.44840], [-5.19690, 1.68090, 1.54440], [-2.85690, -3.09210, 2.21190], [3.55580, -3.57200, 0.85000], [1.15140, 5.70540, -1.43780], [3.99220, 2.33140, -1.98540], [0.79340, -5.24520, -2.32180], [-1.12280, -2.02260, 2.84890], [-6.47080, 1.93870, 2.28740], [0.62830, -1.43820, -5.47990], [-2.74160, 3.15090, 5.75850], [2.71860, -5.52750, -4.17920], [-0.40720, 0.56170, 4.35590], [-2.67270, 3.71520, 0.98270], [-2.55880, -0.50380, 1.54830], [-6.08480, 2.23520, -0.36290], [-3.47280, 3.79570, 5.27850], [-4.01570, 1.91550, -0.54630], [0.81020, 3.16220, 0.25590], [-1.21840, 2.15150, -1.50640], [1.18350, 5.23350, -3.97900], [-1.00130, 1.40090, 5.20230], [-2.92240, 3.19660, 3.07900], [-0.98530, -0.29460, -2.87100], [-3.98150, 2.08570, -1.61050], [-0.98010, 2.54650, 1.46550], [-1.20290, -4.38150, 2.00980], [6.50700, 3.39980, -1.86290], [-2.69180, 1.66260, 0.10580], [-6.69230, 3.00630, 2.26040], [0.40450, -0.07810, 4.66820], [2.49170, -1.84610, 1.54300], [-1.79800, -3.03330, 1.91450], [-5.15710, 1.99250, 0.13280], [0.67170, -0.25910, -0.52740], [1.58980, -2.93020, -1.67620], [2.72470, -0.52990, 1.55220], [-2.04400, 3.76150, 6.32780], [0.81390, -6.35710, -3.03680], [0.01540, -5.15450, -1.57590], [0.09360, -4.66390, 2.21410], [1.75250, -6.49880, -3.95520], [-2.25340, 2.42780, 3.43610]],
  "lowdin_charge": [0.08, -0.28, -0.20, 0.11, 0.16, -0.29, -0.22, -0.10, -0.02, -0.22, -0.03, 0.08, -0.27, 0.10, -0.06, -0.09, -0.12, 0.17, 0.08, -0.05, 0.09, 0.04, 0.02, 0.08, 0.08, 0.12, 0.09, 0.11, -0.10, -0.15, 0.11, 0.08, 0.09, -0.20, -0.12, 0.08, 0.10, 0.07, 0.08, 0.08, 0.11, -0.09, 0.76, 0.10, -0.02, 0.12, -0.31, -0.05, 0.12, -0.13, 0.70, -0.05, 0.11, 0.17, -0.14, -0.04, -0.18, 0.10, 0.13, 0.10, 0.09, 0.08, -0.01, 0.11, 0.09, 0.15, 0.10, 0.11, -0.09, 0.16, 0.09, -0.28, -0.13, -0.13, 0.09, -0.27, 0.16, 0.12, 0.12, -0.78, -0.09, -0.12, -0.05, 0.10, -0.05, -0.66, 0.02, 0.16, -0.01, 0.11, 0.08, 0.02, -0.13, -0.22, -0.05, -0.03, 0.12, 0.04, 0.12, -0.01, -0.01, 0.02, -0.28, 0.08, 0.12, -0.08, -0.21, -0.03, 0.97, -0.70, 0.05, 0.08, 0.07, 0.11, -0.26, -0.20, 0.02],
  "fmax_ev_per_a": 1.34,
  "de_lowest_kcal_mol": 135.27,
  "lumo_energy_ev": -0.30,
  "orbital_gap_ev": 6.802,
  "charge": 0,
  "homo_energy_ev": -7.1,
  "spin_multiplicity": 1
}

=====

(2)
{
  "formula": "C52H47BrN13O2STl",
  "method": "wB97M-V/def2-TZVPD",
  "elements": ["H", "C", "N", "C", "C", "C", "H", "O", "H", "C", "H", "C", "H", "C", "N", "H", "H", "C", "H", "C", "C", "S", "C", "O", "H", "C", "H", "C", "C", "H", "H", "C", "H", "N", "C", "C", "C", "H", "H", "N", "H", "C", "H", "C", "H", "H", "C", "C", "N", "C", "C", "C", "H", "C", "C", "C", "C", "H", "H", "C", "C", "H", "C", "H", "C", "H", "H", "Br", "C", "H", "N", "C", "H", "N", "H", "N", "H", "N", "H", "C", "H", "H", "C", "N", "C", "C", "C", "N", "N", "H", "H", "H", "C", "H", "H", "H", "H", "C", "H", "N", "C", "C", "H", "C", "C", "C", "H", "C", "C", "C", "H", "H", "C", "Tl", "H", "C", "H"],
  "xyz": [[-1.74671, -0.00422, 1.72623], [-4.18817, -3.68847, -3.83278], [3.12312, -1.62277, 3.76328], [-1.84408, 4.61967, 3.38722], [1.47128, 3.30072, -3.02879], [-4.16189, -3.65750, -1.46145], [0.67474, -1.29275, -6.88390], [-1.02732, 3.40992, 1.00359], [-6.81630, -4.51573, -2.23872], [0.52076, 4.33062, -2.86434], [-0.34739, 0.33264, -8.61570], [2.35865, 3.60865, 3.12121], [-2.15142, -2.39023, 3.01503], [3.69457, -3.53662, 4.95006], [1.35306, -1.52121, -0.49118], [-3.65305, 3.43973, -1.92372], [2.59386, -5.65961, 6.07065], [-0.11030, -3.11780, -1.03810], [0.57444, -2.45540, -2.85979], [-1.52698, 0.87123, -5.54642], [-2.65354, -3.03761, 0.97773], [0.69808, -0.89331, 3.07029], [-3.90261, 0.38317, -3.01862], [-2.80571, 2.04744, 1.02192], [4.40580, -4.14853, 5.48528], [-3.58048, 2.45989, -2.37159], [-4.59125, 2.84218, 2.59243], [-2.02396, -0.95642, 1.30278], [2.06598, 6.10014, 3.36098], [6.23470, -2.96118, -0.41402], [1.78944, -5.97638, 4.52323], [0.57322, 4.63796, -1.53148], [-4.25302, -0.60425, -3.26634], [-2.60872, -2.34399, -0.19678], [-4.36353, 4.21661, 4.24866], [2.52968, -1.05323, 0.07585], [-3.06098, -2.80790, -1.45370], [-4.60676, -3.93438, -0.51249], [0.90643, -5.14878, 5.79772], [-2.51668, 2.14377, -3.09136], [-2.91347, -4.08415, 1.00831], [-3.49325, 5.07755, 4.89826], [5.53612, -3.69192, 1.02772], [4.06862, -2.35501, 4.38890], [1.59718, 5.81037, 0.69324], [6.77676, -2.43059, 1.17156], [-4.49353, 1.39012, -2.30226], [1.79486, 3.70669, 0.41346], [2.06060, 2.99372, -1.88587], [-1.76090, 0.24498, -4.32746], [0.81246, -2.78907, -0.14732], [2.36005, 2.45344, 2.36685], [-4.63704, -3.98893, -4.77267], [-2.65255, 3.73769, 2.68097], [-0.08253, -2.03668, -2.07341], [-0.40191, 1.04747, -7.79417], [5.45399, -1.79714, 4.41260], [2.50709, 1.49357, 2.84553], [-0.82774, 4.79169, 3.05138], [-0.64864, 0.35183, -6.48214], [-2.12297, 3.00281, 1.46155], [3.29055, -3.06622, 0.09601], [5.13526, -0.32670, 0.77578], [4.43443, 1.67444, 0.80753], [4.82407, -1.69993, 0.60008], [3.35764, -0.73829, 3.33345], [-0.11157, 4.77500, -3.61438], [-6.12695, 3.99172, 4.91640], [5.90149, -2.75388, 0.60649], [1.35813, 6.01338, 4.18778], [1.86705, 1.25685, 0.31545], [3.52890, -2.02695, 0.29480], [-1.19063, 1.76745, -8.01006], [-2.24670, 5.27478, 4.47658], [1.78254, 6.96500, 2.76262], [1.44105, -3.20040, 4.19866], [0.27362, -2.40989, -4.76487], [-1.30455, -1.59391, -2.73697], [5.48387, -0.89658, 5.02932], [0.00094, -0.83808, -6.16627], [-3.80907, 5.62542, 5.77932], [-5.43577, 1.35203, -1.78115], [2.34453, -3.93930, 4.80322], [-2.71213, 0.86237, -3.46737], [1.80989, 4.86448, 1.17850], [-1.07995, -0.93170, -3.99532], [-3.06714, -2.87386, -3.84429], [-2.22530, -1.06187, 0.00158], [1.50243, 3.81610, -0.97259], [6.15846, -2.52210, 4.81127], [3.05301, 6.28761, 3.78919], [2.56031, 3.55329, 4.18571], [2.07835, 4.84013, 2.53558], [6.16324, -0.03648, 0.96749], [-6.14621, -5.45404, -3.57545], [-5.74417, -5.87462, -1.90478], [5.75320, -1.51471, 3.40244], [-2.27358, -2.18113, 1.96619], [0.00537, 5.33094, -0.93416], [0.74310, -0.97434, -1.51561], [2.05302, 2.45967, 0.99937], [2.80306, 0.33878, 0.34352], [0.54841, 1.58595, -7.76401], [-4.73484, -4.12483, -2.63571], [-3.94831, 3.52969, 3.12462], [-0.21741, -1.46346, -4.95275], [-2.06067, 1.79329, -5.74729], [1.88854, -5.26067, 5.34235], [4.17355, 0.63124, 0.68587], [-5.92790, -5.04535, -2.58942], [-0.68475, -4.02856, -1.08352], [-2.65135, -2.57199, -4.79555], [-2.45949, -2.42584, -2.66898], [-0.78318, 1.39070, -0.81186], [1.13217, -3.29282, 0.74984], [1.77745, -1.97552, 3.70827], [1.75380, 2.77920, -3.93084]],
  "lowdin_charge": [0.07, -0.04, 0.11, -0.07, -0.18, 0.03, 0.12, -0.11, 0.09, -0.08, 0.08, -0.04, 0.09, 0.01, -0.03, 0.11, 0.08, 0.04, 0.16, 0.04, -0.08, 0.74, -0.05, -0.11, 0.11, -0.17, 0.11, -0.20, -0.05, 0.08, 0.09, -0.09, 0.12, -0.11, -0.67, -0.15, -0.13, 0.12, 0.09, 0.03, 0.12, -0.20, 0.08, -0.27, 0.12, 0.07, -0.04, -0.15, 0.08, -0.12, -0.02, -0.03, 0.11, -0.10, -0.29, -0.04, 0.01, 0.07, 0.11, -0.26, -0.66, 0.12, -0.06, 0.12, -0.31, 0.12, 0.09, 0.71, -0.06, 0.08, 0.07, -0.01, 0.08, 0.07, 0.07, 0.10, 0.12, 0.03, 0.10, -0.03, 0.10, 0.10, -0.32, -0.11, 0.01, -0.18, -0.01, 0.07, -0.10, 0.09, 0.08, 0.11, -0.29, 0.11, 0.08, 0.08, 0.07, -0.06, 0.12, 0.13, -0.25, -0.25, 0.09, -0.27, -0.05, -0.02, 0.13, -0.03, -0.01, -0.05, 0.13, 0.12, -0.16, 0.97, 0.13, -0.81, 0.10],
  "fmax_ev_per_a": 1.26,
  "de_lowest_kcal_mol": 58.88,
  "lumo_energy_ev": -1.25,
  "orbital_gap_ev": 5.250,
  "charge": 0,
  "homo_energy_ev": -6.5,
  "spin_multiplicity": 1
}